195
Properties=species:S:1:pos:R:3 method="wB97M-V/def2-TZVPD" e_above_lowest_kj_mol=536.8 lumo_ev=-0.459 homo_energy_ev=-9.52
O 4.550 -1.593 1.398
O 1.905 -1.582 -5.068
O 0.494 0.868 1.423
O -6.229 2.984 -1.272
O 1.524 3.195 4.859
O -1.817 -3.143 3.958
O -2.657 -4.971 -5.737
O -4.875 4.646 -0.880
O 3.086 4.169 -1.810
O -3.405 -2.326 5.213
O 4.510 -0.754 4.568
O 3.924 -2.713 -5.548
O -6.372 4.832 -2.631
O -3.604 3.468 3.277
O 6.818 -1.752 1.068
O 4.253 -3.029 4.540
O 3.200 1.683 5.062
O -5.821 -2.094 -0.672
O -3.716 -1.651 -0.085
O 5.728 0.151 0.552
O -1.914 3.176 -1.934
O -0.649 -5.859 -5.357
O 2.040 -3.840 -5.521
O 3.014 3.082 3.242
O 2.602 -1.762 3.873
O 2.163 2.586 -3.060
O 1.281 1.561 9.667
O -0.155 0.198 3.508
O 3.605 -1.722 -1.687
O 6.058 1.156 -4.312
O -1.139 -3.797 -4.643
O -2.054 3.527 -4.091
O 3.835 3.684 -3.861
O -0.410 1.373 8.152
O 7.193 2.692 -5.644
O -1.996 4.103 1.730
O 8.063 1.786 -3.744
O 1.676 -2.572 -0.796
O -1.476 -2.812 6.116
O -4.689 -3.652 0.326
O 1.384 0.176 7.860
O -1.608 0.432 1.764
O -2.435 1.457 -3.378
O -2.339 5.142 3.735
O 2.775 -3.695 -2.297
C 1.461 -4.293 -2.231
C -2.167 -2.807 5.157
C -2.599 4.262 2.787
C 1.276 1.511 -4.864
C 2.572 -2.637 -5.270
C 4.195 1.618 -0.184
C 2.382 4.344 2.964
C -0.404 0.408 2.329
C -4.671 -2.412 -0.164
C -3.075 4.958 4.915
C -1.406 1.509 6.012
C 6.074 -1.047 -3.568
C 3.836 -1.788 4.310
C 3.095 3.446 -2.786
C -2.180 2.614 -3.144
C 2.619 2.583 4.446
C 1.241 -3.148 2.562
C -5.997 -4.220 0.258
C 3.643 -0.464 1.306
C -1.409 -4.928 -5.304
C -5.929 4.225 -1.668
C -3.202 -3.639 -5.652
C 0.805 1.048 8.663
C -1.698 4.546 -2.095
C -0.096 1.335 0.229
C 2.101 -3.110 3.872
C 3.011 -4.864 -5.616
C -0.617 -3.243 -1.015
C -2.227 -2.932 -4.731
C 2.770 -2.596 -1.597
C 3.482 2.861 -4.921
C 0.885 -3.687 -1.011
C 7.921 0.653 -3.051
C -4.080 -2.455 4.067
C 0.594 0.704 -1.017
C -4.721 -1.160 3.617
C -4.864 3.124 5.241
C 4.587 0.775 1.016
C 7.064 1.945 -4.647
C -6.725 -3.147 -0.569
C -1.525 0.933 0.421
C -1.514 4.771 -3.583
C -4.782 3.875 0.291
C -5.593 2.689 -0.073
C 2.559 1.876 -4.186
C -0.499 5.013 -1.336
C 6.408 0.410 -3.198
C -2.906 -2.876 3.081
C -1.653 -1.558 -5.302
C -4.238 4.172 4.331
C 1.174 4.199 3.927
C 1.984 4.447 1.543
C 3.363 -3.934 3.853
C 4.333 -4.074 -5.651
C -0.745 0.544 7.066
C -6.475 -4.392 1.690
C 5.784 -1.148 1.052
C -4.888 1.300 -0.166
C 2.640 -5.689 -6.867
C 0.592 -0.011 6.701
H -4.987 4.401 1.223
H -0.761 -1.760 -5.895
H 1.158 3.834 1.184
H 1.138 -4.400 -0.226
H 0.515 -1.054 6.394
H -0.091 2.420 0.124
H -2.454 4.366 5.588
H -0.724 4.949 -0.271
H 0.270 4.258 -1.497
H 5.046 -4.271 -4.850
H 4.867 1.397 1.866
H 2.984 5.226 3.180
H 3.290 -4.915 4.323
H -2.593 -2.107 2.375
H 2.967 -5.571 -4.787
H -1.357 -0.286 7.419
H 2.950 -0.671 0.490
H 3.802 -4.222 2.897
H -2.139 5.568 -3.985
H 3.009 3.388 -5.750
H -5.838 -5.007 2.325
H 2.340 -4.999 -7.656
H -2.770 -2.728 -3.808
H -2.576 5.055 -1.697
H -4.095 2.458 5.633
H -5.643 0.548 -0.397
H -4.987 4.800 3.849
H 3.472 -6.359 -7.084
H 3.136 1.010 -3.862
H -0.708 2.041 5.366
H -6.961 -3.594 -1.534
H 4.906 -4.284 -6.555
H 3.068 -0.268 2.211
H 8.534 -0.193 -3.360
H 6.357 -1.594 -2.668
H 5.796 0.730 -2.355
H -3.276 -3.714 2.491
H 0.984 -4.106 -3.193
H 0.951 5.141 4.427
H -1.354 -0.819 -4.559
H -6.531 -3.397 2.132
H 0.515 -2.335 2.543
H 0.268 3.853 3.430
H 1.775 -2.965 1.629
H -4.651 -1.031 2.537
H -2.119 2.093 6.595
H 6.675 -1.222 -4.460
H -0.468 4.846 -3.880
H -1.004 -3.122 -0.003
H 4.984 2.346 -0.370
H 1.644 5.442 1.257
H -4.501 1.060 0.825
H -4.235 -0.323 4.120
H 0.452 -0.374 -1.082
H 8.118 0.820 -1.992
H -5.330 3.607 6.100
H -0.770 -2.298 -1.536
H -1.205 -4.043 -1.466
H 1.498 0.880 -5.725
H -7.658 -2.871 -0.076
H -3.365 5.929 5.317
H 5.074 -1.407 -3.806
H -2.393 -1.079 -5.943
H 0.745 2.391 -5.224
H 1.520 -3.322 4.770
H -4.223 -3.601 -5.275
H 1.056 0.537 5.880
H 0.616 0.875 -4.274
H 0.232 1.171 -1.933
H -3.748 3.541 0.371
H -4.847 -3.225 3.976
H -7.465 -4.849 1.684
H 1.678 0.822 -0.986
H -5.767 -1.263 3.906
H 2.863 4.176 0.958
H -5.901 -5.177 -0.254
H -0.035 5.960 -1.612
H -4.169 1.372 -0.981
H -6.367 2.509 0.673
H -5.585 2.441 4.793
H 0.741 -4.116 2.551
H 1.650 -5.366 -2.191
H 4.364 2.295 -5.222
H 3.959 1.097 -1.112
H 3.302 2.230 -0.059
H 1.828 -6.409 -6.767
H -2.194 1.775 0.242
H -1.875 0.148 -0.250
H -3.219 -3.224 -6.660
H -2.043 0.895 5.375

=====

11
Properties=species:S:1:pos:R:3 method="wB97M-V/def2-TZVPD" e_above_lowest_kj_mol=428.8 lumo_ev=0.832 homo_energy_ev=-8.81
O -1.689 1.149 0.878
O -2.724 -0.060 -0.606
N 0.543 -0.183 0.646
N -1.878 0.232 0.159
N -0.657 -0.871 0.321
C 1.408 0.159 -0.396
H 2.055 -0.609 -0.712
H 2.117 1.003 -0.010
H 0.609 0.202 1.560
H -0.485 -1.377 -0.520
H 0.699 0.355 -1.320

=====

Number 1: orbital gap 9.07 eV. Number 2: orbital gap 9.65 eV.